Record 1
Computed, not measured: a 2-piece molecular cluster, C5H13P overall, with the ωB97M-V functional and the def2-TZVPD basis.

The geometry in XYZ format:
```
19
Properties=species:S:1:pos:R:3:forces:R:3
C -1.56614 0.71705 0.15601 6.45 2.45 1.14
C -1.20428 -1.71580 0.12968 -1.83 -1.75 1.37
C 1.52655 2.17850 0.10425 2.71 -0.93 3.82
C -0.53463 -0.40845 -0.26999 -2.42 0.74 -1.07
C 0.72997 -0.27713 0.40899 1.13 1.33 -0.20
P 2.09957 -1.07363 -0.43435 1.12 -1.74 0.76
H -1.48554 0.85554 1.25399 0.06 -0.29 -0.37
H -2.47927 0.43597 -0.01212 -5.32 -1.31 -1.42
H -1.30774 1.76506 -0.22949 -0.60 -1.69 0.05
H -2.13484 -1.96450 -0.45815 0.92 0.61 0.22
H -1.61879 -1.54522 1.17613 0.63 -0.52 -0.96
H -0.64748 -2.70367 0.13086 -0.05 1.49 -0.02
H 2.11899 2.48486 1.16065 -2.23 -0.97 -2.61
H 2.36460 2.15613 -0.59758 -1.06 -0.09 -0.58
H 0.51601 2.51672 0.00240 0.09 0.31 -0.46
H -0.37186 -0.46551 -1.36298 -0.23 0.48 0.38
H 0.62012 -0.15075 1.46968 0.53 -0.21 0.46
H 1.82207 -0.43884 -1.58906 -0.06 0.76 -1.50
H 1.55268 -2.36630 -1.03893 0.15 1.32 0.99
```
Positions in Å, forces in eV/Å.

The calculation puts the lowest unoccupied orbital energy (alpha / beta) at 0.00602 / -0.00088 hartree. Its largest force on an atom is 0.136 Eh/bohr. The calculated total energy is -14679.2967 eV. The frontier orbital gap (alpha / beta) comes out at 8.52 / 8.73 eV.

***

Record 2
Computed, not measured: a 2-piece molecular cluster, C5H13S2 overall, with the ωB97M-V functional and the def2-TZVPD basis.

The geometry in XYZ format:
```
20
Properties=species:S:1:pos:R:3:forces:R:3
C 0.19429 1.79904 -3.05139 -0.27 -0.16 0.36
C -0.89356 1.52388 -1.98108 0.99 0.54 -0.94
C -0.28842 1.15521 -0.65164 -0.34 -0.53 0.53
S -1.57078 0.93576 0.63136 0.08 -0.09 0.09
H -0.27753 2.13792 -3.97648 0.14 -0.03 -0.07
H 0.79892 0.91292 -3.25554 -0.06 -0.03 -0.04
H 0.87550 2.57744 -2.69951 -0.02 0.06 -0.06
H -1.46054 2.45642 -1.92191 -0.34 -0.22 0.26
H -1.52957 0.71415 -2.33383 -0.24 0.07 0.12
H 0.45619 1.87362 -0.30694 -0.04 0.19 -0.11
H 0.21082 0.18369 -0.72776 0.02 0.01 -0.01
H -1.18361 -0.46888 0.94162 0.11 0.33 -0.10
C 2.52864 -1.33201 0.82942 0.00 0.36 -0.01
C 1.31553 -1.10146 1.72075 -0.21 -0.12 -0.02
S -0.14207 -2.04008 1.14640 0.09 -0.05 0.12
H 2.29447 -1.00549 -0.18557 0.05 0.02 -0.04
H 2.79269 -2.38365 0.76784 0.00 -0.18 0.10
H 3.39855 -0.76541 1.18608 0.04 -0.03 -0.04
H 1.06598 -0.03423 1.74081 -0.02 0.00 -0.10
H 1.55179 -1.35912 2.75714 0.02 -0.13 -0.02
```
Positions in Å, forces in eV/Å.

The calculation puts the lowest unoccupied orbital energy at 0.13334 hartree. As for the net charge: -1. Its largest force on an atom is 0.029 Eh/bohr. The calculated total energy is -27067.4591 eV. The frontier orbital gap comes out at 6.64 eV.